a) C3H2N2 | ωB97M-V/def2-TZVPD

- HOMO (alpha / beta) (eV) = -8.992 / -9.127
- HOMO-LUMO gap (alpha / beta) (eV) = 8.72 / 8.00

Each line ends with the Löwdin charge.
Atoms and positions in Å:
1 C -0.81 -0.94 -0.03  -0.068
2 H 1.39 -1.33 0.16  0.137
3 H 1.28 1.22 0.05  0.136
4 C 0.49 -0.64 0.00  -0.195
5 N 0.43 0.69 -0.10  0.013
6 C -1.01 0.99 0.00  -0.060
7 N -1.76 0.01 -0.07  0.036



b) C3H2N2 | ωB97M-V/def2-TZVPD

- HOMO (eV) = -8.638
- HOMO-LUMO gap (eV) = 8.00

Each line ends with the Löwdin charge.
Atoms and positions in Å:
1 C -0.48 0.84 0.55  -0.145
2 N -0.85 -0.68 -1.49  0.115
3 N 0.71 0.28 0.70  -0.016
4 C -1.00 0.09 -0.65  -0.230
5 H -1.17 1.46 1.14  0.094
6 H 1.54 -1.50 -0.19  0.069
7 C 1.24 -0.50 -0.07  0.112



c) C3H2N2 | ωB97M-V/def2-TZVPD

- HOMO (eV) = -11.719
- HOMO-LUMO gap (eV) = 11.75

Each line ends with the Löwdin charge.
Atoms and positions in Å:
1 C -0.23 -0.51 -0.13  -0.104
2 C 1.00 0.10 0.15  -0.305
3 C -0.79 0.80 -0.25  -0.266
4 H -0.78 -0.85 0.69  0.122
5 N 2.15 0.27 0.12  0.190
6 N -1.61 1.52 0.05  0.203
7 H 0.26 -1.33 -0.64  0.161



Stability, descending: c), b), a)



a) C12H18O2 | ωB97M-V/def2-TZVPD

- HOMO (eV) = -8.765
- HOMO-LUMO gap (eV) = 9.76
- SMILES string = CCCCCOc1ccccc1OC

Each line ends with the Löwdin charge.
Atoms and positions in Å:
1 C -0.05 -1.10 1.80  0.001
2 C -0.67 -2.00 2.62  -0.080
3 C 2.99 -0.11 0.07  -0.109
4 H -3.41 1.87 -0.55  0.077
5 C 0.74 1.08 -2.19  -0.210
6 C -2.11 -0.84 0.65  -0.213
7 H 2.72 0.24 -2.56  0.116
8 C -2.06 -2.31 2.54  -0.070
9 H 1.01 -0.89 1.86  0.101
10 O -2.86 -0.11 -0.29  -0.112
11 H -3.56 1.37 1.09  0.098
12 H 3.37 0.08 1.11  0.085
13 H 0.44 2.10 -1.83  0.129
14 H -3.90 -1.70 1.44  0.123
15 C 2.69 1.26 -0.61  -0.254
16 H 3.64 1.86 -0.50  0.113
17 C -2.82 -1.66 1.57  -0.003
18 H -2.55 -3.14 3.05  0.101
19 H 0.47 1.17 -3.29  0.129
20 H -1.10 -0.07 -1.91  0.136
21 H -2.02 1.67 0.34  0.081
22 C -0.05 -0.01 -1.53  -0.171
23 H 3.84 -0.54 -0.52  0.084
24 O -0.10 0.34 -0.14  -0.093
25 H 1.90 1.78 -0.09  0.082
26 C -0.74 -0.56 0.69  -0.212
27 H 0.42 -0.96 -1.60  0.125
28 C 2.26 1.16 -2.10  -0.218
29 H 2.09 -0.73 0.09  0.034
30 H 2.54 2.00 -2.78  0.115
31 H -0.14 -2.49 3.38  0.083
32 C -2.98 1.23 0.18  -0.070



b) C12H18O2 | ωB97M-V/def2-TZVPD

- HOMO (eV) = -8.461
- HOMO-LUMO gap (eV) = 8.32

Each line ends with the Löwdin charge.
Atoms and positions in Å:
1 C -0.55 0.39 -1.31  -0.200
2 H 0.35 -2.63 3.32  0.162
3 H -0.41 2.88 1.21  0.121
4 C -0.76 -0.96 -1.03  -0.067
5 C 0.12 -0.41 2.75  -0.370
6 C 1.13 1.13 0.93  -0.121
7 H 0.68 -1.93 1.39  0.066
8 C 0.06 0.58 -2.51  -0.062
9 H 0.04 -2.58 -4.10  0.168
10 H -0.14 1.70 -2.89  0.139
11 H 1.88 1.81 0.76  0.065
12 H 0.02 -3.97 -1.76  0.198
13 H 2.02 -1.61 2.62  0.119
14 H -0.31 -0.55 3.78  0.096
15 C 0.16 -0.40 -3.64  -0.092
16 H -1.25 3.52 -1.00  0.312
17 H 0.07 1.78 2.72  0.054
18 H 0.34 2.82 -0.49  0.138
19 H -0.90 -0.89 2.22  0.145
20 O -0.64 -3.21 -1.25  -0.090
21 C -0.23 -1.92 -1.79  -0.257
22 C 0.74 1.03 2.45  -0.153
23 C -0.05 2.11 0.46  -0.193
24 H -1.39 -1.26 -0.20  0.125
25 O -2.00 2.25 -1.12  -0.123
26 C 0.76 -1.66 2.53  -0.250
27 C -1.21 1.47 -0.30  -0.448
28 H -1.84 1.17 0.66  0.179
29 H 1.68 0.91 3.18  0.148
30 H 1.10 0.18 0.34  0.112
31 H 0.20 0.00 -4.70  0.116
32 C 0.31 -1.71 -3.22  -0.042



Stability, descending: a), b)



a) C4HNO3 | ωB97M-V/def2-TZVPD

- HOMO (eV) = -10.987
- HOMO-LUMO gap (eV) = 10.03
- SMILES string = C#Cc1noc(=O)o1

Each line ends with the Löwdin charge.
Atoms and positions in Å:
1 H 3.74 -0.46 0.20  -0.046
2 C 1.51 -0.21 -0.22  0.086
3 O -0.84 -0.78 -0.10  0.153
4 C 0.08 0.15 -0.30  -0.463
5 O -1.85 1.22 0.14  0.108
6 C -2.07 -0.13 -0.01  -0.459
7 C 2.79 -0.26 0.30  0.226
8 O -3.09 -0.82 0.09  0.137
9 N -0.27 1.29 -0.10  0.258



b) C4HNO3 | ωB97M-V/def2-TZVPD

- HOMO (eV) = -10.100
- HOMO-LUMO gap (eV) = 9.46

Each line ends with the Löwdin charge.
Atoms and positions in Å:
1 C 0.15 0.20 -1.56  0.072
2 O 0.32 -0.72 2.74  0.267
3 C -0.34 0.30 0.53  -0.216
4 O -0.62 1.31 -1.21  -0.049
5 H 0.27 -0.10 -2.56  0.109
6 O 0.83 -1.37 0.63  0.050
7 C 0.16 -0.55 -0.37  -0.143
8 N -0.77 1.48 0.13  0.173
9 C 0.01 -0.54 1.67  -0.262



Stability, descending: b), a)



a) C3H10O3S | ωB97M-V/def2-TZVPD

- HOMO (eV) = 0.293
- HOMO-LUMO gap (eV) = 5.76
- total charge = -2

Each line ends with the Löwdin charge.
Atoms and positions in Å:
1 C 0.46 0.28 -0.23  -0.440
2 H 0.90 -1.23 -1.82  0.002
3 H 1.24 1.92 1.90  0.023
4 H 1.71 -2.50 -1.57  -0.009
5 H 1.02 1.20 -0.50  0.090
6 C 0.60 1.11 2.25  -0.793
7 H 1.22 0.27 2.56  0.015
8 H -1.06 0.03 1.37  0.081
9 S -0.30 1.65 3.79  -0.089
10 O 1.73 -1.77 -2.21  -0.205
11 H -1.71 -0.69 -2.08  -0.009
12 H -3.16 -0.76 -1.77  -0.005
13 C -0.30 0.74 1.05  -0.321
14 H -0.81 1.66 0.75  0.079
15 H 1.22 -0.44 0.13  0.084
16 O -0.24 -0.27 -1.29  -0.352
17 O -2.54 -1.20 -2.35  -0.149



b) C3H10O3S | ωB97M-V/def2-TZVPD

- HOMO (eV) = 0.170
- HOMO-LUMO gap (eV) = 5.83
- total charge = -2

Each line ends with the Löwdin charge.
Atoms and positions in Å:
1 H 0.64 -0.42 0.75  0.075
2 O -0.45 -2.02 1.89  -0.091
3 H -0.28 -2.67 1.23  0.008
4 H 2.89 -1.80 1.99  -0.180
5 H 0.47 -1.36 -0.69  0.103
6 H 2.66 -1.05 -0.21  0.033
7 C 0.89 -0.43 -0.31  -0.342
8 H -1.20 1.20 0.88  0.027
9 H 0.40 -1.85 2.29  0.002
10 O 2.24 -0.28 -0.64  -0.104
11 O 2.61 -2.48 1.38  -0.566
12 S -2.28 2.31 -1.01  -0.084
13 H -0.14 0.58 -1.90  0.079
14 C -0.02 0.72 -0.81  -0.353
15 H 0.60 1.63 -0.83  0.088
16 C -1.36 0.89 -0.15  -0.734
17 H -1.91 -0.05 -0.15  0.039



Stability, descending: a), b)



a) C3H10O3S | ωB97M-V/def2-TZVPD

- HOMO (eV) = 0.306
- HOMO-LUMO gap (eV) = 5.33
- total charge = -2

Each line ends with the Löwdin charge.
Atoms and positions in Å:
1 H -0.82 2.35 -0.85  -0.007
2 H -1.34 1.08 2.20  0.066
3 H 0.44 0.83 -1.99  0.079
4 C -0.28 0.31 -1.33  -0.254
5 H 2.74 -1.77 -0.36  0.012
6 C 0.39 -0.32 0.06  -0.352
7 H 3.61 -2.73 0.53  -0.074
8 H -0.95 -0.37 -1.88  0.032
9 H -2.23 0.19 2.95  0.040
10 O 3.70 -2.48 -0.38  -0.315
11 H -1.91 1.08 -0.01  -0.030
12 H 0.70 0.55 0.77  0.084
13 C -1.34 1.44 -0.83  -0.669
14 O -1.24 0.30 2.88  -0.139
15 S -2.74 1.56 -2.21  -0.155
16 H -0.36 -0.97 0.63  0.080
17 O 1.62 -1.04 -0.18  -0.398



b) C3H10O3S | ωB97M-V/def2-TZVPD

- HOMO (eV) = -0.351
- HOMO-LUMO gap (eV) = 6.11
- total charge = -2

Each line ends with the Löwdin charge.
Atoms and positions in Å:
1 C 0.71 -0.47 -1.54  -0.314
2 H -2.70 0.42 5.54  -0.011
3 C -0.61 -0.77 -0.80  -0.286
4 H -1.33 -0.55 2.94  -0.172
5 O -1.70 0.19 3.43  -0.553
6 H 1.06 -1.42 -1.97  0.088
7 H 1.47 -0.20 -0.82  0.083
8 O -2.22 -0.29 5.99  -0.179
9 C 0.60 0.57 -2.64  -0.814
10 H -0.18 0.25 -3.34  0.030
11 H -1.74 -0.59 5.18  -0.018
12 S 2.20 0.96 -3.47  -0.023
13 H -1.04 -1.69 -1.22  0.097
14 O -0.43 -1.04 0.58  -0.101
15 H -0.92 -0.46 1.18  0.041
16 H -1.32 0.05 -0.94  0.105
17 H 0.29 1.53 -2.21  0.026



Stability, descending: b), a)



a) C3H9O2 | ωB97M-V/def2-TZVPD

- HOMO (eV) = -2.417
- HOMO-LUMO gap (eV) = 6.88
- total charge = -1

Each line ends with the Löwdin charge.
Atoms and positions in Å:
1 H -1.98 2.14 -1.08  0.043
2 H -0.39 1.59 -1.40  0.062
3 O 0.37 -0.98 -1.36  -0.341
4 O 3.32 -1.43 1.28  -0.092
5 C -1.16 1.59 -0.62  -0.161
6 H 3.03 -2.08 0.63  0.033
7 H 0.68 -0.10 0.51  0.065
8 C -0.06 -0.64 -0.15  -0.616
9 H 2.50 -0.90 1.36  0.012
10 H -2.14 -0.35 -0.66  0.083
11 H -0.34 -1.54 0.50  0.072
12 H -1.71 0.30 0.94  0.078
13 H -0.74 2.24 0.15  0.048
14 C -1.38 0.17 -0.10  -0.286



b) C3H9O2 | ωB97M-V/def2-TZVPD

- HOMO (eV) = -1.996
- HOMO-LUMO gap (eV) = 5.19
- total charge = -1

Each line ends with the Löwdin charge.
Atoms and positions in Å:
1 H -1.50 1.31 0.41  0.073
2 H -3.00 -0.61 0.59  0.060
3 H -0.51 -0.98 0.80  0.080
4 H -2.64 -2.20 0.04  0.045
5 O 5.66 0.95 0.98  -0.079
6 C -0.82 0.80 -0.33  -0.581
7 O -1.18 1.26 -1.56  -0.395
8 C -2.42 -1.15 -0.16  -0.170
9 H 0.23 1.00 -0.05  0.057
10 H 4.88 0.62 0.52  0.041
11 H -2.89 -0.97 -1.11  0.054
12 H -0.38 -1.19 -0.96  0.092
13 H 5.55 1.92 1.00  0.036
14 C -0.99 -0.73 -0.17  -0.314



Stability, descending: a), b)